Here is a 2-piece molecular cluster, C4H16N3O overall at a distorted geometry from the OMol25 dataset. Energies are from ωB97M-V/def2-TZVPD.

Values from the calculation:
* energy relative to the best compared isomer or geometry (same formula, charge and spin): 89.9 kcal per mole
* E_LUMO: -3.11 eV
* orbital gap: 9.835 eV
* maximum force: 12.3 eV/Å
* total charge: +1

Each line ends with the Mulliken charge.
Atoms and positions in Å:
N -0.70783 0.29141 1.37393  -0.2529
C 0.32447 0.14371 0.31211  0.4724
C 0.30415 -1.34867 -0.23022  -0.5046
C -0.67848 -1.42820 -1.59278  -0.5633
N -1.91751 -0.91350 -1.14104  -0.4373
C 1.58331 0.83776 0.94434  -1.0006
N 1.59566 0.37979 2.41645  -0.6582
H -0.45250 1.08280 2.16339  0.3647
H -1.61478 0.58057 0.80617  0.4296
H -0.78939 -0.77582 1.59532  0.4144
H 0.08997 0.79583 -0.45927  -0.2596
H 0.02352 -2.14214 0.51127  0.3705
H 1.36122 -1.64501 -0.44070  0.3295
H -0.66968 -2.52382 -1.78381  0.3234
H -0.45415 -0.96254 -2.52962  0.3398
H -2.47467 -1.39743 -0.41318  0.2289
H -2.49619 -0.33131 -1.70906  0.1774
H 2.61333 0.55586 0.62764  0.4325
H 1.74064 1.98074 0.75536  0.3273
H 1.37183 1.21070 2.94471  0.2068
H 2.57128 0.07373 2.57431  0.2802
H -0.97161 1.40825 -2.16225  0.2195
H 0.09531 2.14621 -2.66756  0.3303
O -0.44791 1.98108 -1.89549  -0.5706